#w
The following is a quantum chemistry calculation of the molecule C5H8O, from the Open Molecules 2025 dataset.

HOMO (alpha / beta)   -7.96 / -7.68 eV
E_LUMO (alpha / beta)   -0.41 / -0.49 eV
M   84.118 g mol⁻¹
Orbital gap (alpha / beta)   7.55 / 7.19 eV

```
14
C5H8O | the Open Molecules 2025 dataset | ωB97M-V with the def2-TZVPD basis set
O -1.418 1.312 0.742
C 1.410 -0.166 0.102
C 2.763 -0.092 -0.173
C -2.030 -0.767 -0.238
C 0.251 -0.017 -0.476
C -1.121 0.462 -0.363
H 3.125 0.467 -1.030
H 1.919 0.011 1.201
H -1.929 -1.413 -1.114
H -1.378 0.976 -1.312
H 3.471 -0.717 0.351
H -0.752 2.010 0.729
H -3.068 -0.441 -0.132
H -1.750 -1.336 0.653
```

***

#x
The following is a quantum chemistry calculation of the molecule C5H8O, from the Open Molecules 2025 dataset.

HOMO   -9.35 eV
E_LUMO   0.94 eV
SMILES   CC(=O)C1CC1
M   84.118 g mol⁻¹
Orbital gap   10.29 eV

```
14
C5H8O | the Open Molecules 2025 dataset | ωB97M-V with the def2-TZVPD basis set
O -0.309 -1.344 0.980
C 1.758 -0.659 1.010
C -0.146 -0.028 -0.958
C -0.758 1.215 -0.319
C -1.645 0.122 -0.811
C 0.473 -0.863 0.188
H -0.628 1.299 0.758
H 2.350 0.083 0.516
H 1.457 -0.262 2.007
H -0.726 2.157 -0.859
H 0.260 0.102 -1.963
H 2.264 -1.613 1.213
H -2.106 -0.515 -0.064
H -2.246 0.306 -1.698
```

***

#y
The following is a quantum chemistry calculation of the molecule C5H8O, from the Open Molecules 2025 dataset.

HOMO   -9.75 eV
E_LUMO   1.09 eV
SMILES   C[C@]12CC[C@H]1O2
M   84.118 g mol⁻¹
Orbital gap   10.84 eV

```
14
C5H8O | the Open Molecules 2025 dataset | ωB97M-V with the def2-TZVPD basis set
O -1.022 0.002 -1.192
C 0.083 0.350 -0.352
C -0.644 -1.244 0.914
C -0.298 -1.060 -0.594
C -0.586 0.261 1.082
C 1.142 1.218 -0.991
H 2.017 1.307 -0.344
H -1.481 -1.593 1.558
H 0.175 -1.752 -1.294
H -1.572 0.713 0.971
H 0.768 2.230 -1.194
H -0.305 0.412 2.135
H 0.254 -1.719 1.323
H 1.470 0.815 -1.960
```

***

#x is favored, and the nearest alternative lies 0.0355 hartree above it.

***

#w
The following is a quantum chemistry calculation of a structure of composition C5H8O, from the Open Molecules 2025 dataset.

HOMO   -9.33 eV
E_LUMO   1.00 eV
M   84.118 g mol⁻¹
Orbital gap   10.33 eV

```
14
C5H8O | the Open Molecules 2025 dataset | ωB97M-V with the def2-TZVPD basis set
O 1.435 0.886 -0.193
C 1.442 -0.402 0.320
C 0.047 -0.934 0.271
C -0.310 1.534 0.137
C -1.000 0.245 0.265
C -0.807 -0.669 -0.904
H -0.342 -0.185 -1.758
H -1.584 -1.389 -1.116
H -0.108 -1.856 0.830
H -1.806 0.131 0.987
H 1.976 -1.170 -0.281
H -0.186 2.013 -0.819
H 1.854 -0.479 1.344
H -0.611 2.273 0.918
```

***

#x
The following is a quantum chemistry calculation of the molecule C5H8O, from the Open Molecules 2025 dataset.

HOMO   -9.61 eV
E_LUMO   0.96 eV
SMILES   CC#CCOC
M   84.118 g mol⁻¹
Orbital gap   10.57 eV

```
14
C5H8O | the Open Molecules 2025 dataset | ωB97M-V with the def2-TZVPD basis set
O -0.265 1.822 -1.004
C -0.279 -2.367 1.226
C 1.098 1.604 -0.722
C -0.820 -0.470 -0.571
C -0.925 0.675 -1.493
C -0.597 -1.338 0.236
H 1.657 1.312 -1.625
H -0.520 0.388 -2.479
H -1.036 -3.157 1.242
H -1.970 0.968 -1.634
H 0.692 -2.824 1.005
H -0.226 -1.925 2.227
H 1.226 0.819 0.034
H 1.497 2.544 -0.336
```

***

#y
The following is a quantum chemistry calculation of the molecule C5H8O, from the Open Molecules 2025 dataset.

HOMO   -9.28 eV
E_LUMO   1.10 eV
SMILES   C1CC2(C1)CO2
M   84.118 g mol⁻¹
Orbital gap   10.38 eV

```
14
C5H8O | the Open Molecules 2025 dataset | ωB97M-V with the def2-TZVPD basis set
O 1.605 0.870 1.029
C 1.874 -0.413 0.326
C -1.271 -0.286 -0.452
C -0.839 -0.020 1.000
C 0.561 0.161 0.542
C -0.108 0.462 -1.083
H -2.262 0.060 -0.720
H -1.194 0.956 1.347
H -1.184 -1.358 -0.669
H 0.125 0.112 -2.133
H 1.559 -0.195 -0.770
H 2.402 -1.106 1.001
H -0.220 1.542 -1.164
H -1.048 -0.784 1.747
```

***

#x is favored, and the nearest alternative lies 0.0275 hartree above it.

***

#w
The following is a quantum chemistry calculation of a cluster of 2 separate species, C5H15NO2 in total, from the Open Molecules 2025 dataset.

HOMO   -9.02 eV
E_LUMO   0.80 eV
SMILES   CCNCCCO.O
M   121.180 g mol⁻¹
Orbital gap   9.82 eV

```
23
C5H15NO2 | the Open Molecules 2025 dataset | ωB97M-V with the def2-TZVPD basis set
O 3.125 0.257 -0.506
O -2.029 -3.556 0.656
N -0.675 -0.410 0.205
C -1.229 1.603 1.650
C -0.340 0.342 -1.003
C -1.657 0.233 1.087
C 2.161 0.602 -1.505
C 0.915 1.250 -0.941
H 3.522 1.012 -0.060
H -2.561 0.322 0.496
H 0.156 -0.543 0.696
H 0.661 2.161 -1.420
H -1.147 2.311 0.830
H 2.648 1.287 -2.197
H -0.268 1.442 2.121
H -1.242 -3.460 1.181
H -1.964 1.943 2.376
H 2.008 -0.343 -2.015
H -1.853 -0.442 1.919
H -1.184 1.002 -1.247
H -0.339 -0.338 -1.848
H 1.099 1.492 0.105
H -2.092 -2.729 0.170
```

***

#x
The following is a quantum chemistry calculation of a cluster of 2 separate species, C5H15NO2 in total, from the Open Molecules 2025 dataset.

HOMO   -8.84 eV
E_LUMO   0.56 eV
SMILES   C[C@H](N)CCCO.O
M   121.180 g mol⁻¹
Orbital gap   9.40 eV

```
23
C5H15NO2 | the Open Molecules 2025 dataset | ωB97M-V with the def2-TZVPD basis set
O 0.982 -0.640 -2.157
O -1.176 1.180 -3.440
N 1.116 -1.556 1.485
C -0.268 -0.614 -1.488
C 0.006 -0.541 1.584
C 0.341 0.708 0.698
C -0.122 -0.132 3.028
C -0.355 0.699 -0.641
H 1.407 0.492 0.520
H -1.034 0.415 -3.999
H -0.994 0.508 3.169
H 0.774 0.366 3.382
H -1.610 1.810 -4.017
H -0.028 1.480 -1.331
H -0.821 -1.116 1.139
H 1.768 -1.471 2.250
H -1.175 -0.633 -2.085
H -1.404 1.012 -0.548
H 1.522 -1.465 0.566
H -0.313 -1.424 -0.769
H -0.243 -0.988 3.711
H 1.249 0.257 -2.304
H 0.377 1.652 1.246
```

***

#w is favored, and the nearest alternative lies 0.0019 hartree above it.

***

#w
The following is a quantum chemistry calculation of a cluster of 2 separate species, C3H12N2O2 in total, from the Open Molecules 2025 dataset.

HOMO   -8.96 eV
E_LUMO   0.75 eV
SMILES   NCCNCO.O
M   108.141 g mol⁻¹
Orbital gap   9.71 eV

```
19
C3H12N2O2 | the Open Molecules 2025 dataset | ωB97M-V with the def2-TZVPD basis set
O -2.002 0.803 -2.154
O 0.934 -1.732 -2.002
N 0.172 -0.285 -0.308
N 0.417 -0.716 2.682
C 0.380 0.744 0.666
C -0.285 0.377 1.992
C 0.999 -0.426 -1.493
H -2.073 1.746 -2.342
H 0.699 0.276 -2.278
H 0.017 1.730 0.349
H 2.033 -0.248 -1.193
H -1.387 0.731 -1.409
H 0.061 -1.821 -2.409
H -0.729 -0.735 -0.329
H -0.309 1.270 2.611
H -0.229 -1.459 2.891
H 1.153 -1.078 2.096
H -1.309 0.038 1.797
H 1.458 0.787 0.833
```

***

#x
The following is a quantum chemistry calculation of a cluster of 2 separate species, C3H12N2O2 in total, from the Open Molecules 2025 dataset.

HOMO   -8.38 eV
E_LUMO   0.84 eV
SMILES   NCCNCO.O
M   108.141 g mol⁻¹
Orbital gap   9.22 eV

```
19
C3H12N2O2 | the Open Molecules 2025 dataset | ωB97M-V with the def2-TZVPD basis set
O 1.729 -1.063 -0.153
O 1.390 1.970 -0.698
N -0.649 -2.291 0.636
N -0.200 0.704 0.560
C 0.131 2.056 0.052
C -1.427 0.149 0.035
C -1.323 -1.417 -0.248
H -2.448 -1.766 -0.392
H -0.825 -3.210 0.192
H -1.774 0.597 -0.905
H 1.287 2.176 -1.653
H 1.053 -0.353 -0.002
H -0.680 -1.445 -1.248
H -0.666 2.325 -0.715
H -0.326 0.641 1.551
H 0.397 -2.078 0.732
H 2.581 -0.969 0.241
H -2.210 0.273 0.804
H 0.329 2.934 0.799
```

***

#w is favored, and the nearest alternative lies 0.0360 hartree above it.

***

#w
The following is a quantum chemistry calculation of a cluster of 3 separate species, C3H12N2O2 in total, from the Open Molecules 2025 dataset.

HOMO   -8.04 eV
E_LUMO   0.74 eV
SMILES   C/C(N)=C/N.O.O
M   108.141 g mol⁻¹
Orbital gap   8.78 eV

```
19
C3H12N2O2 | the Open Molecules 2025 dataset | ωB97M-V with the def2-TZVPD basis set
O -3.039 -1.090 0.040
O -0.789 1.216 -1.980
N -0.872 1.206 1.222
N 0.064 -1.287 -0.007
C 0.469 0.866 1.006
C 2.330 -0.246 -0.199
C 0.964 -0.224 0.423
H 3.060 -0.979 0.274
H -0.559 2.078 -1.607
H -1.546 0.770 0.622
H 0.288 -2.133 0.510
H 1.207 1.542 1.446
H -2.104 -1.302 -0.104
H -0.526 0.670 -1.224
H 2.260 -0.466 -1.251
H 0.304 -1.506 -0.976
H -0.913 2.069 1.724
H -3.452 -1.939 0.217
H 2.855 0.755 -0.137
```

***

#x
The following is a quantum chemistry calculation of a cluster of 2 separate species, C3H12N2O2 in total, from the Open Molecules 2025 dataset.

HOMO   -9.13 eV
E_LUMO   0.73 eV
SMILES   NC[C@@H](N)CO.O
M   108.141 g mol⁻¹
Orbital gap   9.86 eV

```
19
C3H12N2O2 | the Open Molecules 2025 dataset | ωB97M-V with the def2-TZVPD basis set
O -1.851 -0.314 -1.519
O -1.162 4.569 0.044
N 0.551 0.825 -0.810
N 0.785 -1.721 1.929
C -0.776 -1.210 -0.956
C 0.051 -0.356 -0.088
C 1.192 -1.267 0.503
H -1.381 -2.097 -0.473
H 1.436 -2.129 -0.032
H 1.438 1.167 -0.358
H -0.046 -2.333 1.824
H -0.231 -1.605 -1.868
H -1.595 3.734 0.108
H -0.556 0.042 0.786
H 0.877 0.634 -1.866
H 2.051 -0.580 0.573
H 1.250 -1.878 2.835
H -0.264 4.249 0.108
H -1.769 0.271 -0.741
```

***

#w is favored, and the nearest alternative lies 0.0536 hartree above it.

***

#w
The following is a quantum chemistry calculation of a cluster of 2 separate species, C3H12N2O2 in total, from the Open Molecules 2025 dataset.

HOMO   -8.96 eV
E_LUMO   0.74 eV
SMILES   NCNCCO.O
M   108.141 g mol⁻¹
Orbital gap   9.70 eV

```
19
C3H12N2O2 | the Open Molecules 2025 dataset | ωB97M-V with the def2-TZVPD basis set
O 2.420 3.461 -1.822
O -0.059 0.774 2.544
N -0.863 0.238 -0.241
N -1.165 -1.922 -1.330
C 0.451 -0.051 0.348
C 0.426 -0.351 1.824
C -1.688 -0.932 -0.381
H 1.092 0.810 0.177
H 3.105 2.820 -1.586
H 1.762 2.995 -2.357
H 0.354 0.824 3.410
H -2.696 -0.625 -0.678
H -0.690 0.649 -1.149
H -1.744 -1.414 0.594
H -0.170 -1.223 2.078
H 1.464 -0.597 2.114
H 0.906 -0.890 -0.189
H -1.453 -2.858 -1.090
H -1.454 -1.706 -2.268
```

***

#x
The following is a quantum chemistry calculation of a cluster of 3 separate species, C3H12N2O2 in total, from the Open Molecules 2025 dataset.

HOMO   -8.19 eV
E_LUMO   0.40 eV
SMILES   C/C(N)=C\N.O.O
M   108.141 g mol⁻¹
Orbital gap   8.59 eV

```
19
C3H12N2O2 | the Open Molecules 2025 dataset | ωB97M-V with the def2-TZVPD basis set
O -6.706 -0.957 0.334
O 2.624 2.868 3.374
N 2.131 1.056 -0.969
N 0.497 -2.062 -1.920
C 1.467 -1.205 -1.262
C 1.218 -0.016 -0.627
C 0.052 0.025 0.330
H -0.252 -2.344 -1.293
H 0.049 -1.585 -2.691
H 0.198 0.626 1.233
H 2.296 -1.124 -1.975
H -6.915 -1.883 0.268
H 3.505 3.058 3.050
H 2.864 1.217 -0.268
H 1.573 1.871 -0.665
H 2.513 1.944 3.122
H -0.864 0.273 -0.209
H -6.249 -0.736 -0.478
H 0.000 -1.025 0.647
```

***

#w is favored, and the nearest alternative lies 0.0537 hartree above it.

***

#w
The following is a quantum chemistry calculation of a cluster of 2 separate species, C3H4O2 in total, from the Open Molecules 2025 dataset.

HOMO (alpha / beta)   -9.56 / -9.56 eV
E_LUMO (alpha / beta)   -0.21 / -0.21 eV
M   72.063 g mol⁻¹
Orbital gap (alpha / beta)   9.35 / 9.34 eV

```
9
C3H4O2 | the Open Molecules 2025 dataset | ωB97M-V with the def2-TZVPD basis set
O -0.242 -1.310 -0.552
O 2.473 -0.912 -0.978
C -0.708 -0.456 0.305
C -0.167 0.874 0.191
C 1.583 -0.468 -0.408
H -1.658 0.183 -0.032
H -0.053 1.274 -0.811
H -0.950 -0.777 1.333
H -0.248 1.599 1.004
```

***

#x
The following is a quantum chemistry calculation of the molecule C3H4O2, from the Open Molecules 2025 dataset.

HOMO   -9.92 eV
E_LUMO   -0.47 eV
SMILES   CC(=O)C=O
M   72.063 g mol⁻¹
Orbital gap   9.45 eV

```
9
C3H4O2 | the Open Molecules 2025 dataset | ωB97M-V with the def2-TZVPD basis set
O 1.874 -0.693 -0.074
O -1.531 -1.001 0.266
C -0.493 -0.389 0.140
C 0.842 -1.099 0.403
C -0.388 1.037 -0.343
H -0.078 1.050 -1.394
H 0.376 1.582 0.220
H 0.782 -1.999 1.052
H -1.360 1.522 -0.249
```

***

#x is favored, and the nearest alternative lies 0.1296 hartree above it.

***

#w
The following is a quantum chemistry calculation of the molecule C3H4O2, from the Open Molecules 2025 dataset.

HOMO   -9.32 eV
E_LUMO   0.94 eV
SMILES   C=COC=O
M   72.063 g mol⁻¹
Orbital gap   10.26 eV

```
9
C3H4O2 | the Open Molecules 2025 dataset | ωB97M-V with the def2-TZVPD basis set
O -1.304 -0.961 -0.539
O 0.507 0.143 -0.928
C -0.678 -0.313 -1.335
C 0.862 0.472 0.342
C 0.052 -0.129 1.309
H -0.632 -0.819 1.059
H -0.733 -0.018 -2.509
H 1.823 1.174 0.246
H 0.104 0.450 2.354
```

***

#x
The following is a quantum chemistry calculation of the molecule C3H4O2, from the Open Molecules 2025 dataset.

HOMO   -8.49 eV
E_LUMO   0.77 eV
M   72.063 g mol⁻¹
Orbital gap   9.27 eV

```
9
C3H4O2 | the Open Molecules 2025 dataset | ωB97M-V with the def2-TZVPD basis set
O 0.162 0.764 0.800
O -1.005 1.312 1.006
C -0.066 -0.691 1.001
C 0.194 -0.215 -0.275
C 0.177 0.128 -1.497
H -0.955 -0.921 1.578
H 0.223 1.221 -1.514
H 0.365 -0.394 -2.446
H 0.905 -1.202 1.347
```

***

#w is favored, and the nearest alternative lies 0.1943 hartree above it.

***

#w
The following is a quantum chemistry calculation of a structure of composition C4H12CsO2, from the Open Molecules 2025 dataset.

HOMO   -14.51 eV
E_LUMO   -3.16 eV
M   225.043 g mol⁻¹
Orbital gap   11.36 eV
Charge   +1

```
19
C4H12CsO2 | the Open Molecules 2025 dataset | ωB97M-V with the def2-TZVPD basis set
Cs 0.446 0.496 2.412
O 1.225 0.988 0.643
O -0.330 -1.278 1.815
C -0.689 -1.025 0.463
C 1.057 1.451 -0.603
C -0.201 -2.095 -0.454
C -0.339 1.707 -0.881
H -0.353 -0.044 0.130
H -0.918 -2.234 -1.264
H -0.208 -3.074 0.025
H -0.550 2.307 -1.767
H -1.779 -1.045 0.446
H -0.989 0.835 -0.961
H 1.713 2.319 -0.662
H 0.714 -2.019 -1.041
H 1.216 1.759 1.215
H -0.742 2.375 -0.120
H -0.707 -2.152 1.931
H 1.433 0.728 -1.327
```

***

#x
The following is a quantum chemistry calculation of a structure of composition C4H12CsO2, from the Open Molecules 2025 dataset.

HOMO   -13.57 eV
E_LUMO   -3.31 eV
M   225.043 g mol⁻¹
Orbital gap   10.26 eV
Charge   +1

```
19
C4H12CsO2 | the Open Molecules 2025 dataset | ωB97M-V with the def2-TZVPD basis set
Cs -1.731 1.087 -0.447
O 0.120 0.650 -0.445
O -2.756 -0.765 0.305
C -0.606 -1.616 0.205
C 1.099 1.737 -0.395
C 2.574 1.210 -0.413
C -1.764 -1.218 1.149
H -3.097 -1.547 -0.135
H -2.207 -2.124 1.563
H 2.688 0.609 -1.315
H 0.234 -1.989 0.791
H -0.931 -2.397 -0.482
H 0.972 2.352 0.497
H -1.471 -0.535 1.946
H 3.338 1.986 -0.398
H -0.441 -0.699 -0.361
H 0.228 0.227 -1.300
H 0.945 2.389 -1.255
H 2.805 0.644 0.489
```

***

#y
The following is a quantum chemistry calculation of a structure of composition C4H12CsO2, from the Open Molecules 2025 dataset.

HOMO   -14.16 eV
E_LUMO   -3.06 eV
M   225.043 g mol⁻¹
Orbital gap   11.11 eV
Charge   +1

```
19
C4H12CsO2 | the Open Molecules 2025 dataset | ωB97M-V with the def2-TZVPD basis set
Cs -14.077 -26.372 -6.584
O -13.960 -25.351 -8.434
O -14.125 -28.470 -7.393
C -12.602 -25.107 -10.116
C -13.290 -26.172 -9.332
C -11.984 -29.648 -7.421
C -12.920 -28.745 -6.615
H -12.414 -27.829 -6.310
H -13.982 -26.732 -9.961
H -11.258 -30.056 -6.717
H -12.559 -26.860 -8.908
H -11.412 -29.072 -8.148
H -11.816 -24.707 -9.476
H -14.548 -29.254 -7.749
H -12.512 -30.453 -7.933
H -13.096 -24.169 -10.369
H -14.654 -24.901 -8.920
H -12.118 -25.378 -11.055
H -13.105 -29.398 -5.762
```

***

#y is favored, and the nearest alternative lies 0.1364 hartree above it.